# 1
{"formula": "C40H39BBrFeN9O3PSe2", "method": "the ωB97M-V functional and the def2-TZVPD basis", "species": ["Fe", "C", "C", "C", "C", "N", "N", "B", "N", "C", "C", "C", "C", "N", "N", "C", "C", "C", "C", "N", "N", "C", "C", "C", "C", "N", "H", "H", "H", "H", "H", "H", "H", "H", "H", "H", "H", "H", "H", "H", "H", "H", "H", "H", "H", "H", "Se", "P", "Se", "C", "C", "C", "C", "C", "C", "C", "C", "C", "C", "C", "C", "H", "H", "H", "H", "H", "H", "H", "H", "H", "H", "Br", "C", "C", "C", "C", "C", "C", "C", "O", "O", "H", "H", "H", "H", "O", "N", "C", "C", "C", "C", "C", "H", "H", "H", "H", "H"], "xyz": [[-0.0687, -0.1788, 0.2511], [1.3546, -2.6130, 2.5520], [2.1996, -1.4052, 2.3031], [3.5587, -1.2233, 2.6043], [3.8422, 0.0576, 2.1892], [2.7157, 0.6016, 1.6956], [1.7063, -0.2956, 1.7485], [2.4771, 1.9343, 0.9544], [1.1150, 2.5023, 1.4188], [0.8879, 3.6878, 2.0093], [-0.4566, 3.7814, 2.2835], [-1.0121, 2.5792, 1.8134], [-2.4501, 2.1615, 1.8447], [-0.0461, 1.8167, 1.2980], [2.4478, 1.5711, -0.5460], [3.3478, 1.8123, -1.5125], [2.9738, 1.1077, -2.6350], [1.8017, 0.4267, -2.2695], [0.9986, -0.5376, -3.0831], [1.4977, 0.7221, -1.0071], [3.5399, 2.9896, 1.2530], [4.3542, 3.1675, 2.3215], [4.9452, 4.3977, 2.2052], [4.4136, 4.9395, 1.0124], [4.6779, 6.2758, 0.3873], [3.5647, 4.0932, 0.4505], [1.2038, -2.7648, 3.6242], [0.3865, -2.5169, 2.0675], [1.8372, -3.5069, 2.1532], [4.2355, -1.9354, 3.0502], [4.7717, 0.6036, 2.2034], [1.6868, 4.3879, 2.2016], [-0.9762, 4.6085, 2.7403], [-3.0742, 2.9246, 1.3749], [-2.5931, 1.2254, 1.3144], [-2.7946, 2.0314, 2.8746], [4.1851, 2.4706, -1.3506], [3.4735, 1.0848, -3.5909], [0.9689, -0.2271, -4.1283], [1.4360, -1.5365, -3.0248], [-0.0199, -0.6138, -2.7085], [4.4498, 2.4255, 3.0980], [5.6642, 4.8449, 2.8754], [5.5811, 6.7287, 0.7966], [4.7903, 6.1713, -0.6921], [3.8422, 6.9559, 0.5654], [-2.2249, -1.5518, -0.8810], [-2.8737, 0.2392, -1.9250], [-1.4219, 1.7608, -1.4992], [-4.5505, 0.7372, -1.4155], [-5.5287, -0.2438, -1.2588], [-6.7889, 0.0995, -0.7947], [-7.0729, 1.4186, -0.4623], [-6.0971, 2.3944, -0.6014], [-4.8362, 2.0563, -1.0792], [-2.9727, -0.1269, -3.7050], [-2.3654, 0.7092, -4.6363], [-2.3388, 0.3497, -5.9789], [-2.9165, -0.8415, -6.3900], [-3.5345, -1.6730, -5.4629], [-3.5540, -1.3237, -4.1220], [-5.2954, -1.2799, -1.4754], [-7.5461, -0.6660, -0.6743], [-8.0516, 1.6806, -0.0804], [-6.3103, 3.4199, -0.3242], [-4.0658, 2.8101, -1.1788], [-1.9003, 1.6281, -4.3036], [-1.8548, 0.9973, -6.7000], [-2.8713, -1.1350, -7.4319], [-3.9866, -2.6036, -5.7832], [-3.9946, -1.9958, -3.3953], [4.7552, -6.9972, -2.5853], [3.4355, -5.8053, -1.9189], [3.7232, -4.4536, -1.8457], [2.7570, -3.5905, -1.3436], [1.5218, -4.0773, -0.9268], [1.2555, -5.4360, -1.0136], [2.2118, -6.3109, -1.5115], [0.4761, -3.1413, -0.3616], [-0.5701, -3.6110, 0.0849], [0.8221, -1.9027, -0.3665], [4.6850, -4.0821, -2.1711], [2.9514, -2.5284, -1.2599], [0.2909, -5.7976, -0.6819], [2.0143, -7.3721, -1.5800], [-1.3731, -0.7201, 1.8880], [-1.4620, -1.1679, 3.1004], [-2.3844, -2.1069, 3.3855], [-2.5087, -2.5920, 4.6687], [-1.6833, -2.1135, 5.6753], [-0.7410, -1.1497, 5.3544], [-0.6454, -0.6868, 4.0611], [-2.9774, -2.4256, 2.5427], [-3.2540, -3.3513, 4.8667], [-1.7733, -2.4840, 6.6876], [-0.0694, -0.7519, 6.1030], [0.0549, 0.0619, 3.7203]], "forces_ev_per_a": [[0.134, 0.263, -0.007], [0.100, 0.056, -0.008], [0.021, 0.053, 0.045], [-0.062, -0.106, 0.034], [-0.002, -0.018, -0.066], [0.214, 0.101, 0.251], [-0.009, -0.431, 0.115], [-0.071, 0.011, -0.050], [0.013, -0.056, -0.074], [-0.025, 0.048, 0.085], [-0.132, -0.055, -0.006], [0.027, 0.014, 0.060], [0.124, 0.059, -0.004], [-0.197, -0.074, -0.056], [-0.054, 0.256, -0.038], [0.013, -0.032, -0.073], [-0.044, -0.081, -0.067], [0.068, -0.074, -0.050], [0.076, 0.094, 0.062], [0.003, -0.221, 0.125], [-0.019, -0.026, -0.239], [-0.125, -0.087, 0.047], [0.070, 0.204, -0.017], [-0.041, -0.033, -0.031], [-0.046, -0.093, 0.020], [0.197, -0.143, 0.226], [0.052, -0.030, -0.028], [0.036, -0.067, 0.019], [-0.014, 0.016, 0.002], [-0.058, 0.059, -0.031], [-0.080, -0.087, -0.066], [-0.036, -0.104, -0.087], [0.030, -0.062, -0.010], [0.031, -0.024, 0.031], [-0.056, -0.014, -0.004], [0.028, 0.018, -0.027], [-0.113, 0.000, 0.071], [-0.052, 0.000, 0.075], [0.008, 0.004, 0.028], [0.005, 0.033, -0.032], [-0.009, -0.003, -0.042], [-0.053, 0.097, -0.050], [-0.084, -0.039, -0.066], [-0.032, -0.027, -0.023], [0.020, 0.022, 0.039], [0.047, -0.002, 0.014], [0.096, 0.460, -0.061], [-0.220, -0.075, -0.139], [0.025, -0.270, 0.114], [0.051, -0.011, 0.206], [-0.039, 0.060, -0.023], [0.005, -0.035, -0.018], [0.031, -0.002, 0.010], [0.040, -0.003, -0.028], [-0.095, -0.066, -0.070], [0.178, -0.008, -0.037], [-0.132, -0.056, -0.031], [-0.013, 0.034, 0.045], [-0.001, -0.024, 0.000], [-0.022, 0.002, 0.026], [-0.013, 0.070, -0.072], [-0.015, 0.015, 0.019], [0.028, 0.024, -0.009], [0.008, 0.002, -0.016], [0.003, -0.030, -0.038], [0.020, 0.017, 0.024], [0.050, 0.002, -0.008], [-0.012, -0.021, 0.031], [-0.037, 0.031, 0.025], [0.034, 0.016, 0.011], [0.021, -0.014, -0.016], [-0.024, 0.014, -0.001], [0.018, -0.043, -0.019], [-0.083, 0.126, 0.066], [0.024, -0.061, -0.011], [0.052, 0.210, -0.053], [0.035, -0.138, -0.030], [-0.068, 0.028, 0.043], [0.019, -0.216, 0.078], [0.129, 0.153, 0.041], [-0.255, 0.171, 0.123], [0.000, 0.002, 0.009], [0.027, -0.016, -0.023], [0.012, 0.010, -0.008], [-0.010, 0.020, 0.001], [-0.120, -0.082, -0.327], [0.389, 0.236, 0.229], [-0.012, -0.078, -0.035], [-0.026, -0.041, 0.057], [-0.015, -0.021, -0.031], [-0.008, -0.011, 0.075], [-0.045, 0.129, 0.014], [0.034, 0.006, -0.072], [0.034, 0.058, -0.030], [0.010, 0.000, -0.040], [-0.017, 0.023, -0.046], [0.003, -0.019, -0.051]], "lumo_ev": [-0.167, -1.640], "e_homo_ev": [-7.965, -7.961], "fmax_ev_per_a": 0.51, "e_tot_ev": -306758.70587, "spin_multiplicity": 6}

# 2
{"formula": "C40H39BN11O3RuS", "method": "the ωB97M-V functional and the def2-TZVPD basis", "species": ["Ru", "C", "C", "C", "C", "N", "N", "B", "N", "C", "C", "C", "C", "N", "N", "C", "C", "C", "C", "N", "N", "C", "C", "C", "C", "N", "H", "H", "H", "H", "H", "H", "H", "H", "H", "H", "H", "H", "H", "H", "H", "H", "H", "H", "H", "H", "C", "C", "C", "C", "C", "C", "N", "N", "C", "C", "C", "C", "C", "C", "H", "H", "H", "H", "H", "H", "H", "H", "H", "O", "C", "O", "C", "C", "C", "C", "S", "C", "C", "H", "H", "H", "H", "H", "O", "N", "C", "C", "C", "C", "C", "H", "H", "H", "H", "H"], "xyz": [[-0.3769, -0.2152, 0.2482], [0.9868, 1.6077, 3.3519], [-0.3228, 2.0474, 2.7913], [-1.3011, 2.8482, 3.4023], [-2.3173, 2.9421, 2.4797], [-1.9592, 2.2398, 1.3891], [-0.7373, 1.6993, 1.5767], [-2.7586, 2.0889, 0.0762], [-1.8043, 2.2246, -1.1402], [-1.9825, 3.0122, -2.2155], [-0.9188, 2.8292, -3.0653], [-0.0999, 1.8825, -2.4307], [1.1782, 1.3209, -2.9598], [-0.6513, 1.5269, -1.2700], [-3.3457, 0.6414, 0.0165], [-4.5883, 0.1541, -0.1188], [-4.5244, -1.2200, -0.1858], [-3.1631, -1.5268, -0.0857], [-2.5371, -2.8803, -0.1215], [-2.4699, -0.3891, 0.0259], [-3.7751, 3.2251, 0.0347], [-5.1261, 3.3343, 0.0885], [-5.4486, 4.6660, 0.0980], [-4.2062, 5.3342, 0.0514], [-3.9549, 6.8068, 0.0453], [-3.2168, 4.4628, 0.0163], [1.0933, 1.9800, 4.3691], [1.0454, 0.5188, 3.3742], [1.8124, 1.9809, 2.7456], [-1.2616, 3.2982, 4.3793], [-3.2526, 3.4737, 2.5298], [-2.8410, 3.6505, -2.3189], [-0.7365, 3.3085, -4.0120], [1.0808, 1.1372, -4.0308], [2.0062, 2.0176, -2.8158], [1.4174, 0.3862, -2.4618], [-5.4539, 0.7854, -0.1672], [-5.3396, -1.9149, -0.2895], [-2.7645, -3.3713, -1.0698], [-1.4574, -2.8149, -0.0009], [-2.9310, -3.5007, 0.6834], [-5.7902, 2.4915, 0.1289], [-6.4312, 5.1052, 0.1328], [-4.8972, 7.3506, 0.0679], [-3.3603, 7.0946, 0.9124], [-3.3999, 7.0950, -0.8475], [4.9042, 1.9913, 0.5979], [3.7359, 2.2515, -0.1070], [2.6490, 1.4032, -0.0061], [2.7138, 0.2505, 0.7890], [3.8948, 0.0058, 1.5172], [4.9654, 0.8752, 1.4245], [1.6124, -0.5813, 0.8915], [1.7474, -1.6489, 1.6803], [0.5999, -1.9963, 2.3106], [0.6024, -2.9527, 3.3371], [-0.5456, -3.1649, 4.0791], [-1.6992, -2.4343, 3.8176], [-1.7161, -1.5089, 2.7716], [-0.6045, -1.3024, 1.9803], [5.7533, 2.6575, 0.5148], [3.6709, 3.1337, -0.7331], [1.7150, 1.6192, -0.5012], [3.9316, -0.8681, 2.1498], [5.8536, 0.6883, 2.0159], [1.5228, -3.4782, 3.5566], [-0.5352, -3.8806, 4.8917], [-2.5870, -2.5863, 4.4179], [-2.6216, -0.9357, 2.5963], [6.5791, 1.2591, -6.2903], [6.9889, 0.4762, -5.2677], [8.1567, 0.2930, -5.0827], [5.9186, -0.1169, -4.4116], [6.2305, -0.4230, -3.0862], [5.2910, -1.0024, -2.2615], [4.0074, -1.3020, -2.7504], [2.8481, -2.0543, -1.7304], [3.7000, -0.9950, -4.0857], [4.6420, -0.4043, -4.9019], [5.6233, 1.3737, -6.2785], [7.2251, -0.1929, -2.7284], [5.5230, -1.2417, -1.2323], [2.7154, -1.2331, -4.4655], [4.3897, -0.2198, -5.9404], [-0.2205, -1.1690, -1.8899], [-0.8834, -1.9996, -2.6208], [-0.5028, -3.2969, -2.6998], [-1.1750, -4.1876, -3.5020], [-2.2849, -3.7713, -4.2255], [-2.6785, -2.4457, -4.1063], [-1.9670, -1.5779, -3.3107], [0.3642, -3.5470, -2.1116], [-0.8223, -5.2070, -3.5659], [-2.8196, -4.4515, -4.8722], [-3.5362, -2.0760, -4.6500], [-2.2065, -0.5294, -3.2028]], "forces_ev_per_a": [[0.002, -0.462, 0.922], [-0.083, -0.026, -0.065], [-0.163, 0.081, 0.041], [-0.003, -0.037, -0.002], [0.035, -0.006, 0.090], [-0.213, 0.248, 0.081], [0.118, -0.223, -0.056], [0.568, -0.025, 0.155], [-0.111, 0.248, -0.097], [0.045, -0.044, -0.136], [0.063, -0.073, -0.042], [-0.216, 0.100, -0.037], [-0.041, 0.001, 0.119], [0.333, -0.182, -0.006], [-0.431, 0.079, -0.150], [0.001, -0.085, 0.003], [0.129, -0.099, -0.012], [-0.209, 0.126, -0.094], [0.002, 0.063, -0.003], [-0.087, 0.074, -0.034], [-0.162, -0.041, -0.107], [-0.099, -0.028, 0.022], [0.029, 0.058, -0.001], [-0.159, -0.148, 0.010], [0.110, -0.100, -0.005], [0.114, 0.160, 0.022], [0.035, 0.020, -0.002], [0.049, 0.001, -0.002], [0.041, -0.028, 0.030], [0.011, -0.002, 0.003], [0.002, 0.004, -0.071], [-0.015, 0.020, 0.122], [-0.041, 0.021, 0.001], [-0.004, -0.035, -0.004], [0.004, -0.008, 0.005], [0.088, -0.032, -0.053], [0.082, -0.055, -0.007], [-0.027, 0.024, 0.002], [-0.038, -0.028, 0.024], [-0.009, -0.045, 0.022], [0.033, 0.008, 0.034], [0.056, 0.083, 0.035], [-0.017, -0.037, 0.009], [0.015, 0.043, -0.006], [-0.014, 0.041, -0.004], [-0.019, 0.051, 0.006], [0.130, 0.079, -0.001], [0.043, 0.002, -0.017], [-0.111, -0.291, 0.156], [0.617, -0.027, 0.056], [-0.211, -0.082, -0.125], [-0.031, 0.021, -0.099], [-1.169, 0.798, -0.456], [0.984, -0.294, 0.273], [-0.692, 0.312, -0.222], [0.094, 0.002, -0.120], [-0.040, 0.012, -0.009], [0.023, -0.013, 0.002], [-0.235, 0.121, -0.074], [0.557, -0.230, -0.170], [-0.021, 0.024, 0.025], [-0.031, 0.006, 0.007], [0.012, 0.127, -0.021], [0.031, 0.015, 0.040], [0.029, -0.031, -0.045], [0.005, 0.003, 0.009], [0.002, -0.026, -0.019], [0.009, 0.044, 0.028], [-0.010, -0.067, -0.033], [0.083, -0.003, -0.120], [0.042, 0.077, -0.031], [0.018, 0.006, 0.041], [-0.242, -0.124, 0.172], [0.162, 0.074, -0.110], [0.016, 0.058, 0.014], [-0.121, -0.132, 0.144], [0.211, -0.102, -0.079], [-0.013, 0.075, -0.071], [0.073, -0.016, -0.061], [-0.060, 0.013, 0.076], [-0.002, -0.039, 0.020], [-0.019, 0.057, 0.021], [-0.006, -0.015, 0.023], [0.007, 0.019, 0.001], [0.155, -0.167, 0.038], [-0.319, -0.290, -0.148], [0.211, 0.109, 0.049], [-0.213, -0.034, -0.207], [0.121, 0.141, 0.128], [-0.045, -0.221, -0.149], [-0.019, 0.190, -0.011], [0.062, 0.062, 0.045], [0.031, 0.004, 0.076], [-0.017, -0.028, 0.031], [0.006, 0.073, 0.039], [0.091, 0.007, 0.123]], "lumo_ev": [-0.316, -2.148], "e_homo_ev": [-5.894, -7.200], "fmax_ev_per_a": 1.49, "e_tot_ev": -78738.62744, "spin_multiplicity": 6}